(1)
# C5H15NO2

3 unconnected molecules or ions with the total composition C5H15NO2 in a non-equilibrium geometry (ωB97M-V with the def2-TZVPD basis set, the Open Molecules 2025 dataset).

Geometry as XYZ:
```
23
Properties=species:S:1:pos:R:3
C 1.54 0.31 0.80
C 0.80 -0.68 1.23
C 1.29 -1.63 2.28
C -0.66 -0.97 0.96
C -1.13 -0.71 -0.46
N -2.62 -0.91 -0.44
H 2.73 0.29 0.92
H 1.12 1.02 -0.02
H 1.08 -0.98 3.19
H 2.42 -1.64 2.31
H 0.91 -2.70 2.16
H -1.15 -0.44 1.77
H -0.75 -2.11 1.22
H -0.83 0.42 -0.76
H -0.63 -1.35 -1.28
H -2.83 -1.50 0.36
H -3.06 -0.12 -0.13
O 1.47 1.04 -2.02
H 1.90 1.85 -1.61
H 1.37 0.25 -1.43
O -0.76 2.68 -1.63
H -0.18 2.31 -2.10
H -0.40 3.40 -1.12
```

Values from the calculation:
HOMO energy in eV: -9.3
Multiplicity: 1
SMILES string: C=C(C)CCN.O.O
E in hartree: -404.617236
ΔE to the lowest compared entry with this formula, charge and spin in eV: 3.750
LUMO energy in eV: 0.57


(2)
# C5H15NO2

3 unconnected molecules or ions with the total composition C5H15NO2 in a non-equilibrium geometry (ωB97M-V with the def2-TZVPD basis set, the Open Molecules 2025 dataset).

Geometry as XYZ:
```
23
Properties=species:S:1:pos:R:3
C 1.76 -1.78 1.45
C 1.42 -0.48 0.71
C 2.34 0.67 0.98
C 0.45 -0.26 -0.19
C 0.18 1.06 -0.92
N -0.38 -1.35 -0.61
H 1.21 -2.62 1.03
H 1.35 -1.62 2.44
H 2.83 -1.89 1.29
H 3.10 0.35 1.73
H 1.88 1.42 1.65
H 2.95 1.10 0.19
H -0.13 0.75 -1.91
H -0.76 1.44 -0.51
H 1.06 1.69 -0.86
H -0.60 -1.97 0.15
H -1.19 -1.04 -1.14
O -3.14 5.53 1.94
H -3.90 6.11 1.73
H -2.43 6.12 1.64
O -1.55 -4.00 -3.05
H -0.70 -4.01 -3.55
H -1.40 -3.25 -2.47
```

Values from the calculation:
HOMO energy in eV: -7.8
Multiplicity: 1
SMILES string: CC(C)=C(C)N.O.O
E in hartree: -404.696998
ΔE to the lowest compared entry with this formula, charge and spin in eV: 1.580
LUMO energy in eV: 0.78


(3)
# C5H15NO2

2 unconnected molecules or ions with the total composition C5H15NO2 in a non-equilibrium geometry (ωB97M-V with the def2-TZVPD basis set, the Open Molecules 2025 dataset).

Geometry as XYZ:
```
23
Properties=species:S:1:pos:R:3
C -1.69 -1.41 0.87
C -0.41 -0.63 0.50
C -0.10 0.71 1.31
C 0.56 1.82 0.53
C -0.25 1.93 -0.88
O 0.66 1.66 -1.91
N 0.80 -1.39 0.68
H -1.68 -1.72 1.90
H -2.53 -0.73 0.67
H -1.73 -2.24 0.15
H -0.46 -0.41 -0.56
H 0.60 0.41 2.15
H -1.04 0.92 1.86
H 0.47 2.84 0.90
H 1.58 1.55 0.20
H -0.49 3.00 -1.00
H -1.26 1.52 -0.85
H 0.47 0.82 -2.36
H 0.97 -2.08 1.41
H 1.64 -0.99 0.28
H 1.83 -1.32 -1.71
H 0.97 -2.58 -1.94
O 1.08 -1.66 -2.21
```

Values from the calculation:
HOMO energy (spin up / spin down) in eV: -13.6 / -13.6
Multiplicity: 2
Charge: +1
E in hartree: -404.377023
ΔE to the lowest compared entry with this formula, charge and spin in eV: 2.230
LUMO energy (spin up / spin down) in eV: -3.55 / -8.01


(4)
# C5H15NOS

2 unconnected molecules or ions with the total composition C5H15NOS (ωB97M-V with the def2-TZVPD basis set, the Open Molecules 2025 dataset).

Geometry as XYZ:
```
23
Properties=species:S:1:pos:R:3
C 0.65 0.54 3.05
N 1.23 -0.55 2.28
C 1.52 -0.22 0.90
C 0.28 -0.12 0.00
C 0.57 0.45 -1.39
C 1.11 -0.57 -2.38
S -0.20 -1.38 -3.37
H 1.34 1.39 3.04
H -0.32 0.92 2.69
H 0.55 0.20 4.08
H 0.60 -1.35 2.28
H 1.99 0.76 0.91
H 2.27 -0.90 0.47
H -0.44 0.51 0.52
H -0.17 -1.11 -0.01
H -0.29 0.95 -1.81
H 1.35 1.20 -1.24
H 1.69 -1.35 -1.89
H 1.76 -0.10 -3.11
H -1.18 -1.26 -2.47
O -3.77 2.31 3.68
H -4.42 1.60 3.60
H -3.41 2.35 2.78
```

Values from the calculation:
HOMO energy in eV: -8.9
Multiplicity: 1
SMILES string: CNCCCCS.O
E in hartree: -727.659076
ΔE to the lowest compared entry with this formula, charge and spin in eV: 0.725
LUMO energy in eV: 0.51